Entry 1:
Density functional theory data (wB97M-V/def2-TZVPD) for a molecular structure, C19H19N3O4RuS2Se.

Positions of all 49 atoms, in Å:
1 Ru -0.52 0.33 -1.71
2 C 1.62 -2.86 1.97
3 C 1.74 -1.51 1.31
4 C 1.12 -0.39 1.86
5 C 1.19 0.85 1.24
6 C 0.58 2.07 1.88
7 C 1.91 0.97 0.05
8 C 2.55 -0.14 -0.51
9 C 3.34 -0.01 -1.78
10 C 2.45 -1.37 0.13
11 H 2.60 -3.30 2.14
12 H 1.06 -3.54 1.33
13 H 1.11 -2.79 2.93
14 H 0.55 -0.49 2.78
15 H 1.36 2.71 2.31
16 H -0.10 1.79 2.69
17 H 0.04 2.67 1.15
18 H 2.01 1.94 -0.41
19 H 4.41 -0.10 -1.58
20 H 3.16 0.95 -2.27
21 H 3.05 -0.80 -2.48
22 H 2.92 -2.24 -0.32
23 S -1.07 2.61 -1.41
24 C -0.03 2.92 -2.76
25 S 0.50 1.43 -3.47
26 C 0.37 4.18 -3.15
27 C -0.09 5.34 -2.47
28 N -0.47 6.28 -1.91
29 C 1.27 4.37 -4.24
30 N 2.00 4.54 -5.12
31 C -3.50 -1.87 3.61
32 C -2.84 -1.36 2.36
33 C -2.28 -2.22 1.42
34 C -1.67 -1.70 0.29
35 N -1.61 -0.39 0.04
36 C -2.16 0.44 0.93
37 C -2.77 0.00 2.08
38 H -3.52 -2.96 3.62
39 H -4.52 -1.50 3.68
40 H -2.96 -1.53 4.49
41 H -2.30 -3.29 1.56
42 H -1.25 -2.36 -0.46
43 H -2.10 1.50 0.70
44 H -3.20 0.73 2.76
45 O -1.41 -3.39 -2.43
46 Se -0.78 -2.08 -3.14
47 O -1.80 -0.73 -2.82
48 O 0.46 -1.45 -2.19
49 O -0.43 -2.26 -4.68

total charge = -1
E_HOMO (spin up / spin down) = -5.512 / -5.524 eV
energy = -122271.3079 eV
energy relative to the best compared isomer or geometry (same formula, charge and spin) = 50.2 kJ/mol
spin multiplicity = 2

Atomic partial charges in e from the Löwdin method, atoms 1 to 2: 0.91, -0.05

Entry 2:
Density functional theory data (wB97M-V/def2-TZVPD) for 12 unconnected molecules or ions with the total composition C4H32N2O11 at a distorted geometry.

Positions of all 49 atoms, in Å:
1 C 0.00 1.14 -2.36
2 C -0.10 0.85 -0.85
3 C -0.49 -0.63 -0.65
4 N -0.25 -1.11 0.70
5 C -0.66 -0.55 1.77
6 N -1.38 0.64 1.79
7 H 0.26 2.19 -2.52
8 H 0.85 0.63 -2.77
9 H -0.88 0.90 -2.95
10 H 0.90 1.01 -0.44
11 H -0.78 1.59 -0.45
12 H 0.10 -1.28 -1.30
13 H -1.47 -0.74 -1.13
14 H -0.35 -0.95 2.73
15 H -2.10 0.60 2.51
16 H -1.80 0.91 0.91
17 O -4.02 -1.41 0.34
18 H -3.06 -1.35 0.39
19 H -4.10 -2.37 0.48
20 O 2.31 1.16 2.95
21 H 3.00 0.93 3.58
22 H 1.99 2.06 3.11
23 O 2.98 1.65 0.34
24 H 2.87 1.36 1.28
25 H 3.88 2.00 0.45
26 O 3.17 -1.00 -0.38
27 H 3.40 -0.06 -0.24
28 H 2.21 -0.95 -0.29
29 O -3.35 0.79 -1.85
30 H -3.73 0.74 -0.96
31 H -4.09 0.52 -2.40
32 O 0.69 -3.83 0.31
33 H 0.83 -2.88 0.44
34 H 1.34 -4.29 0.86
35 O 1.34 3.91 -0.17
36 H 2.24 3.66 -0.38
37 H 1.02 3.16 0.35
38 O -1.83 3.90 -0.61
39 H -1.40 3.96 -1.47
40 H -1.14 3.89 0.05
41 O 0.23 -1.94 -4.04
42 H 0.96 -1.63 -3.49
43 H -0.35 -2.44 -3.45
44 O -2.36 -3.50 1.13
45 H -1.79 -3.89 0.45
46 H -1.69 -3.32 1.79
47 O 2.24 -1.52 2.48
48 H 1.65 -0.79 2.27
49 H 2.73 -1.72 1.67

E_HOMO = -9.864 eV
energy = -30170.0670 eV
energy relative to the best compared isomer or geometry (same formula, charge and spin) = 197.9 kJ/mol
SMILES = CCC/N=C\N.O.O.O.O.O.O.O.O.O.O.O

Atomic partial charges in e from the Löwdin method, atoms 1 to 2: -0.09, -0.24

Entry 3:
Density functional theory data (wB97M-V/def2-TZVPD) for a molecular structure, C35H25BrCl2N6O4Tl.

Positions of all 74 atoms, in Å:
1 Tl -0.06 -1.52 0.66
2 O -1.76 0.35 -3.43
3 C -1.61 -0.07 -2.27
4 N -0.66 -0.83 -1.77
5 C 0.33 -1.26 -2.72
6 C 1.73 -1.19 -2.17
7 C 2.81 -1.57 -2.98
8 C 4.09 -1.49 -2.46
9 C 4.25 -1.01 -1.17
10 C 3.12 -0.68 -0.44
11 N 1.89 -0.78 -0.92
12 C -2.71 0.24 -1.28
13 C -4.02 -0.07 -1.66
14 C -5.06 0.19 -0.80
15 C -4.77 0.77 0.43
16 C -3.46 1.06 0.72
17 N -2.45 0.81 -0.11
18 H 0.13 -2.31 -3.00
19 H 0.27 -0.66 -3.64
20 H 2.64 -1.93 -3.98
21 H 4.94 -1.79 -3.05
22 H 5.24 -0.92 -0.73
23 H 3.20 -0.32 0.57
24 H -4.18 -0.51 -2.63
25 H -6.08 -0.05 -1.07
26 H -5.56 1.00 1.13
27 H -3.18 1.54 1.66
28 C 2.68 -0.49 3.14
29 O 1.68 0.14 2.37
30 C 1.19 1.34 2.78
31 C 1.57 1.96 3.96
32 C 0.95 3.16 4.32
33 Br 1.43 3.97 5.97
34 C 0.02 3.75 3.52
35 C -0.34 3.16 2.29
36 C 0.24 1.94 1.92
37 O 0.00 1.31 0.76
38 C -1.29 3.91 1.49
39 N -1.94 4.94 1.99
40 C -2.69 5.44 0.97
41 C -3.55 6.53 0.94
42 C -4.18 6.82 -0.26
43 C -3.97 6.04 -1.40
44 C -3.12 4.96 -1.39
45 C -2.48 4.67 -0.20
46 N -1.58 3.70 0.16
47 H 2.36 -0.63 4.18
48 H 3.61 0.09 3.13
49 H 2.83 -1.46 2.67
50 H 2.30 1.52 4.62
51 H -0.46 4.68 3.79
52 H -0.97 1.25 0.45
53 H -3.71 7.13 1.82
54 H -4.85 7.66 -0.32
55 H -4.48 6.31 -2.31
56 H -2.95 4.35 -2.27
57 H -1.18 3.00 -0.44
58 Cl 5.09 -3.45 1.45
59 C 3.89 -4.33 0.56
60 C 4.24 -5.52 -0.05
61 C 3.32 -6.21 -0.80
62 Cl 3.78 -7.74 -1.50
63 C 2.02 -5.72 -1.00
64 C 1.03 -6.36 -1.77
65 C -0.21 -5.78 -1.89
66 C -0.45 -4.55 -1.26
67 N 0.45 -3.94 -0.53
68 C 1.66 -4.49 -0.36
69 C 2.59 -3.78 0.50
70 O 2.25 -2.76 1.16
71 H 5.25 -5.90 0.06
72 H 1.26 -7.29 -2.27
73 H -0.99 -6.25 -2.46
74 H -1.40 -4.05 -1.36

total charge = -1
E_HOMO = -4.558 eV
energy = -153616.9429 eV
energy relative to the best compared isomer or geometry (same formula, charge and spin) = 0.0 kJ/mol

Atomic partial charges in e from the Löwdin method, atoms 1 to 2: 0.91, -0.03

Entry 4:
Density functional theory data (wB97M-V/def2-TZVPD) for a molecular structure, C7H11N at a distorted geometry.

Positions of all 19 atoms, in Å:
1 C 1.82 0.53 -0.59
2 C 1.15 1.49 0.46
3 C -0.18 0.86 0.06
4 C 0.56 -0.33 -0.39
5 C -0.56 -1.42 -0.33
6 C -1.10 -1.14 1.04
7 C -1.64 -0.42 -0.77
8 H 2.71 0.08 -0.20
9 H 2.04 0.96 -1.60
10 H 1.64 1.23 1.45
11 H 1.25 2.66 0.48
12 H -0.27 1.50 -0.82
13 H 1.00 -0.69 0.61
14 H -0.41 -2.46 -0.78
15 H -0.38 -0.97 1.91
16 H -1.99 -1.67 1.41
17 H -2.65 -0.77 -0.81
18 H -1.57 0.31 -1.61
19 N -1.41 0.26 0.47

E_HOMO = -8.402 eV
energy = -8921.2612 eV
energy relative to the best compared isomer or geometry (same formula, charge and spin) = 624.0 kJ/mol

Atomic partial charges in e from the Löwdin method, atoms 1 to 2: -0.12, -0.12

Entry 5:
Density functional theory data (wB97M-V/def2-TZVPD) for a single C4H7NO2 molecule.

Positions of all 14 atoms, in Å:
1 O -0.56 -1.58 1.05
2 C -0.04 -1.01 -0.14
3 C 1.24 -0.19 0.16
4 N 1.20 1.24 -0.11
5 C 0.06 1.76 0.06
6 O -1.14 1.14 -0.05
7 C -1.07 -0.09 -0.78
8 H -0.45 -0.94 1.76
9 H 0.16 -1.85 -0.80
10 H 2.15 -0.64 -0.25
11 H 1.35 -0.21 1.25
12 H -0.04 2.76 0.44
13 H -0.79 0.13 -1.83
14 H -2.06 -0.52 -0.75

E_HOMO = -9.558 eV
energy = -9845.3871 eV
energy relative to the best compared isomer or geometry (same formula, charge and spin) = 182.6 kJ/mol
SMILES = O[C@@H]1CN=COC1

Atomic partial charges in e from the Löwdin method, atoms 1 to 2: -0.03, -0.35